Density functional theory data (ωB97M-V/def2-TZVPD) for C46H51BrN3S5ScSi4Te as an isolated structure.

ΔE to the lowest compared entry with this formula, charge and spin (kJ/mol): 17.56
Orbital gap (eV): 5.3231
Charge: -2
Total energy (Ha): -8699.7865

Geometry (Å):
Sc: -0.0015 -0.0999 -0.1056
S: -0.6127 -1.7836 1.9346
C: 0.6464 -2.7047 1.2037
C: 1.0424 -3.9959 1.6063
C: 2.0333 -4.6452 0.9155
C: 2.6474 -4.0201 -0.1738
C: 2.2179 -2.7521 -0.5024
N: 1.2575 -2.1174 0.1619
H: 0.5434 -4.4507 2.4501
H: 2.3364 -5.6418 1.2130
H: 3.4317 -4.4996 -0.7431
H: 2.6560 -2.1824 -1.3150
S: -1.1114 1.7340 -1.7757
C: -2.8550 1.6097 -1.7857
C: -3.5369 1.9603 -2.9647
C: -4.9027 1.8330 -3.0920
C: -5.6676 1.3584 -2.0281
C: -5.0305 1.0486 -0.8428
C: -3.6501 1.1742 -0.7087
S: -2.9405 0.7046 0.8403
H: -2.9400 2.3022 -3.8016
H: -5.3760 2.0894 -4.0330
H: -6.7396 1.2428 -2.1210
H: -5.6020 0.7208 0.0161
S: 5.3932 -2.2609 1.6351
C: 7.0063 -2.4448 2.1656
C: 7.3277 -1.5377 3.1317
C: 6.2477 -0.6732 3.4375
C: 5.1265 -0.9364 2.6965
C: 3.8291 -0.2581 2.7396
C: 3.0149 -0.2088 1.5934
N: 1.8331 0.3578 1.5810
C: 1.3763 0.9610 2.6994
C: 2.1082 0.9775 3.9030
C: 1.5627 1.5986 5.0642
C: 0.3298 2.1808 4.9739
C: -0.4184 2.1928 3.7821
C: -1.6685 2.8798 3.6552
C: -2.3339 2.9303 2.4839
C: -1.8275 2.1604 1.2948
N: -0.5241 1.5882 1.4310
C: 0.0825 1.5983 2.6054
C: -3.4942 3.8070 2.3308
C: -4.1325 4.5553 3.2922
C: -5.1730 5.3586 2.7767
C: -5.3137 5.2224 1.4261
S: -4.1905 4.1083 0.7863
C: 3.3558 0.3308 3.8922
H: 7.6327 -3.2052 1.7350
H: 8.2993 -1.4774 3.5967
H: 6.3060 0.1341 4.1507
H: 3.3513 -0.6228 0.6475
H: 2.1277 1.5944 5.9858
H: -0.1030 2.6651 5.8436
H: -2.0333 3.4302 4.5176
H: -1.8697 2.7656 0.3804
H: -3.8620 4.5342 4.3374
H: -5.7898 6.0067 3.3818
H: -6.0234 5.7052 0.7785
H: 3.9268 0.2818 4.8117
Br: -3.0736 -4.2363 -4.9103
C: -2.2426 -3.1371 -3.5749
C: -2.9927 -2.6803 -2.5096
C: -2.3720 -1.8811 -1.5532
C: -1.0205 -1.5044 -1.6156
C: -0.3226 -2.0193 -2.7193
C: -0.9039 -2.8192 -3.6968
H: -4.0398 -2.9411 -2.4229
H: -2.9840 -1.5520 -0.7191
H: 0.7229 -1.7536 -2.8567
H: -0.3269 -3.1847 -4.5376
C: 5.5601 -2.1515 -5.3331
Si: 4.4718 -2.1103 -3.7830
C: 3.0132 -3.2423 -4.1568
C: 5.5062 -2.8839 -2.4025
Si: 3.9221 0.1316 -3.3445
Te: 2.1432 0.8794 -1.8338
Si: 3.2941 1.0691 -5.4057
C: 1.9752 -0.0226 -6.1916
C: 4.7233 1.2719 -6.6371
C: 2.5692 2.7824 -5.1408
Si: 5.8682 1.1778 -2.5908
C: 6.1902 0.7350 -0.7885
C: 5.6444 3.0444 -2.7137
C: 7.4104 0.7108 -3.5893
H: 5.9480 -3.1630 -5.4772
H: 6.4043 -1.4686 -5.2640
H: 4.9879 -1.8848 -6.2205
H: 3.3918 -4.2055 -4.5112
H: 2.3739 -2.8235 -4.9321
H: 2.3847 -3.4298 -3.2930
H: 5.7227 -3.9266 -2.6497
H: 4.9958 -2.8594 -1.4403
H: 6.4545 -2.3615 -2.2812
H: 2.3789 -0.9809 -6.5179
H: 1.5379 0.4728 -7.0611
H: 1.1767 -0.2179 -5.4767
H: 5.2133 0.3315 -6.8798
H: 5.4810 1.9496 -6.2450
H: 4.3406 1.7048 -7.5647
H: 1.7554 2.7413 -4.4210
H: 2.1843 3.1734 -6.0860
H: 3.3138 3.4791 -4.7599
H: 5.3327 1.0209 -0.1796
H: 7.0702 1.2620 -0.4122
H: 6.3495 -0.3345 -0.6501
H: 4.6854 3.3308 -2.2851
H: 5.6634 3.3802 -3.7497
H: 6.4373 3.5651 -2.1724
H: 7.6630 -0.3413 -3.4657
H: 8.2643 1.3014 -3.2491
H: 7.2732 0.8957 -4.6532



Density functional theory data (ωB97M-V/def2-TZVPD) for C46H52AsF2N3O3RuSi2 as an isolated structure at a distorted geometry.

ΔE to the lowest compared entry with this formula, charge and spin (kJ/mol): 262.87
Spin multiplicity: 2
Orbital gap (spin up / spin down) (eV): 5.8277 / 5.7128
Charge: -1
Total energy (Ha): -5283.5687
⟨S²⟩: 0.7716

Geometry (Å):
Ru: 0.0286 -0.5347 -0.4483
C: -0.8368 -0.4497 3.2882
C: -0.8724 -1.9314 2.8804
C: -2.2983 -2.2493 2.5570
C: -3.1029 -2.8521 3.5091
C: -4.4780 -2.9347 3.3406
C: -5.0466 -2.2766 2.2682
C: -4.2707 -1.6563 1.2920
C: -4.9883 -0.7243 0.3352
C: -5.4245 0.5403 1.0855
C: -2.8628 -1.7645 1.3564
N: -2.0694 -1.4264 0.2294
C: -2.6295 -1.8133 -0.8834
C: -2.2074 -1.4252 -2.1665
C: -2.8174 -1.6618 -3.4104
C: -2.0738 -0.9439 -4.3413
C: -1.0419 -0.3185 -3.6285
N: -1.1219 -0.6094 -2.3272
H: 0.1715 -0.0507 3.3135
H: -1.3052 -0.3108 4.2660
H: -1.3954 0.1419 2.5639
H: -0.5104 -2.5708 3.6884
H: -0.2441 -2.0961 2.0107
H: -2.6374 -3.2494 4.4042
H: -5.0954 -3.4520 4.0645
H: -6.1277 -2.2214 2.1887
H: -5.8687 -1.2205 -0.0837
H: -4.3540 -0.4213 -0.4946
H: -6.0511 0.2910 1.9434
H: -5.9817 1.2068 0.4270
H: -4.5488 1.0817 1.4489
H: -3.5089 -2.4558 -0.8301
H: -3.6944 -2.2679 -3.5838
H: -2.2488 -0.8696 -5.4034
H: -0.2600 0.3149 -4.0250
F: 3.4262 3.0113 -2.6464
C: 2.9235 1.7707 -2.6689
C: 2.0939 1.3460 -1.6480
C: 1.5583 0.0660 -1.6786
C: 1.8932 -0.8174 -2.7352
C: 2.7559 -0.3308 -3.7186
F: 3.1628 -1.1295 -4.7362
C: 3.2680 0.9454 -3.7215
C: 1.3203 -2.1523 -2.7110
C: 1.3411 -3.0745 -3.7638
C: 0.7648 -4.3143 -3.6077
C: 0.1623 -4.6447 -2.3961
C: 0.1672 -3.6889 -1.4047
N: 0.7282 -2.4942 -1.5447
H: 1.8928 2.0204 -0.8259
H: 3.9278 1.2767 -4.5111
H: 1.7993 -2.8086 -4.7027
H: 0.7784 -5.0288 -4.4207
H: -0.2997 -5.6086 -2.2379
H: -0.2781 -3.8806 -0.4338
O: -1.2176 1.7302 -0.9791
C: -1.0617 2.8442 -0.1266
C: -0.1187 2.3968 1.0711
O: 0.0367 3.1689 2.0151
O: 0.4538 1.2763 0.9219
C: -2.4708 3.2571 0.3060
C: -3.4931 3.1549 -0.6380
C: -4.7792 3.5748 -0.3404
C: -5.0717 4.0981 0.9106
C: -4.0654 4.1890 1.8584
C: -2.7718 3.7767 1.5606
C: -0.4030 4.0298 -0.8308
C: -0.1861 5.2134 -0.1233
C: 0.4124 6.3036 -0.7300
C: 0.7996 6.2443 -2.0621
C: 0.5803 5.0799 -2.7758
C: -0.0181 3.9845 -2.1668
H: -0.5669 1.7566 -1.6889
H: -3.2766 2.7352 -1.6111
H: -5.5561 3.4882 -1.0911
H: -6.0776 4.4233 1.1486
H: -4.2799 4.5855 2.8436
H: -1.9939 3.8420 2.3075
H: -0.4644 5.2588 0.9187
H: 0.5749 7.2063 -0.1538
H: 1.2705 7.0965 -2.5361
H: 0.8762 5.0120 -3.8154
H: -0.1747 3.0993 -2.7730
C: 3.4910 -2.8806 3.5691
Si: 3.0233 -1.0970 3.0620
C: 2.0598 -0.4970 4.5902
C: 4.5500 0.0447 3.0713
As: 2.1527 -1.3106 0.8377
Si: 4.2716 -1.7126 -0.1606
C: 5.1182 -0.0740 -0.6587
C: 5.5415 -2.6223 0.9453
C: 4.2512 -2.8868 -1.6593
H: 4.3326 -2.9032 4.2677
H: 3.7489 -3.4784 2.6963
H: 2.6365 -3.3573 4.0550
H: 2.7024 -0.6221 5.4662
H: 1.1498 -1.0723 4.7613
H: 1.7855 0.5571 4.5221
H: 5.0412 0.0395 4.0485
H: 4.2285 1.0666 2.8578
H: 5.2826 -0.2329 2.3137
H: 6.1614 -0.0434 -0.3331
H: 4.5981 0.7731 -0.2103
H: 5.1013 0.0666 -1.7432
H: 5.6372 -2.2129 1.9498
H: 6.5205 -2.5624 0.4630
H: 5.2844 -3.6800 1.0379
H: 4.0690 -2.3632 -2.5972
H: 3.4779 -3.6505 -1.5469
H: 5.2140 -3.3958 -1.7467



Density functional theory data (ωB97M-V/def2-TZVPD) for C46H52BF3N6O2S3SbSn as an isolated structure at a distorted geometry.

ΔE to the lowest compared entry with this formula, charge and spin (kJ/mol): 366.25
Orbital gap (eV): 3.8679
Charge: +3
Total energy (Ha): -4235.7502

Geometry (Å):
Sn: 1.0553 -0.0841 -1.4594
C: 0.1035 1.8410 -5.4719
C: -0.7616 2.4454 -4.4331
C: -2.0187 2.9184 -4.7121
C: -2.8012 3.4855 -3.6789
N: -2.3789 3.4388 -2.4422
N: -1.1648 2.9754 -2.1458
B: -0.8730 3.0586 -0.6671
N: -2.0291 2.6487 0.2340
N: -2.7629 3.6754 0.6472
C: -3.7708 3.5009 1.4590
C: -4.0215 2.2161 2.0045
C: -3.2968 1.1371 1.5680
C: -3.5403 -0.2356 2.0949
C: -2.2877 1.3675 0.5837
S: -1.4594 0.0411 -0.1529
C: -4.6641 4.6774 1.7548
C: -4.6623 4.9833 3.2588
C: -6.0904 4.2981 1.3204
C: -4.2083 5.9226 0.9939
N: 0.4718 2.9017 -0.0534
N: 0.0158 4.1575 -0.1658
C: 0.6690 5.2036 0.2681
C: 1.8184 4.9092 1.0491
C: 2.2704 3.6272 1.2541
C: 3.4642 3.3326 2.0688
C: 1.5650 2.5432 0.6073
S: 2.1197 0.9326 0.6365
C: 0.3067 6.5955 -0.1341
C: -0.0835 7.4059 1.1072
C: 1.5733 7.1525 -0.8153
C: -0.8467 6.5855 -1.1328
C: -0.2919 2.5676 -3.0939
S: 1.3532 2.3177 -2.7180
C: -4.1007 4.2082 -3.9395
C: -4.6211 3.9729 -5.3563
C: -3.7884 5.7050 -3.7623
C: -5.1663 3.7817 -2.9257
H: -0.4998 1.4444 -6.2835
H: 0.7303 1.0539 -5.0503
H: 0.7834 2.5874 -5.8852
H: -2.4112 2.8504 -5.7122
H: -4.7859 2.0842 2.7529
H: -4.6040 -0.4109 2.2365
H: -3.0470 -0.3578 3.0592
H: -3.1340 -0.9798 1.4125
H: -5.0837 4.1661 3.8380
H: -5.2731 5.8654 3.4328
H: -3.6556 5.1883 3.6173
H: -6.5156 3.5457 1.9787
H: -6.1085 3.9237 0.2990
H: -6.7205 5.1820 1.3732
H: -3.2267 6.2399 1.3345
H: -4.9084 6.7322 1.1817
H: -4.1720 5.7397 -0.0765
H: 2.3632 5.7311 1.4869
H: 3.9686 4.2479 2.3687
H: 4.1545 2.6939 1.5151
H: 3.1760 2.7669 2.9572
H: 0.6658 7.3507 1.8904
H: -1.0252 7.0401 1.5103
H: -0.2062 8.4467 0.8287
H: 2.3780 7.3278 -0.1085
H: 1.3357 8.0977 -1.2926
H: 1.9222 6.4646 -1.5843
H: -1.7435 6.1575 -0.6953
H: -0.5810 6.0194 -2.0214
H: -1.0566 7.6049 -1.4365
H: -3.9552 4.3927 -6.1060
H: -5.5799 4.4689 -5.4678
H: -4.7766 2.9151 -5.5509
H: -2.9721 6.0122 -4.4124
H: -3.5182 5.9237 -2.7326
H: -4.6666 6.2855 -4.0308
H: -5.4543 2.7472 -3.0927
H: -6.0502 4.4010 -3.0487
H: -4.7958 3.8848 -1.9095
O: 2.8261 -1.8363 -1.3436
C: 2.1817 -2.6569 -0.7121
O: 1.0314 -2.3906 -0.2334
H: 2.5913 -3.6666 -0.5543
F: -6.3242 -6.6222 1.7114
C: -5.2602 -5.8703 1.4891
C: -3.9967 -6.4361 1.5950
C: -2.8892 -5.6404 1.3764
C: -3.0656 -4.3063 1.0400
C: -4.3198 -3.7460 0.9219
C: -5.4347 -4.5354 1.1542
Sb: -1.0967 -3.4644 0.5312
C: 0.0077 -3.9669 2.3100
C: 1.3684 -4.2290 2.2946
C: 2.0130 -4.5516 3.4716
C: 1.2784 -4.5846 4.6532
F: 1.8975 -4.8604 5.7846
C: -0.0882 -4.3166 4.6769
C: -0.7225 -3.9887 3.4959
C: -0.9896 -4.2364 -1.4810
C: 0.0018 -5.0955 -1.9283
C: -0.0574 -5.5767 -3.2247
C: -1.0924 -5.1593 -4.0556
F: -1.1500 -5.5912 -5.3031
C: -2.0802 -4.2867 -3.6128
C: -2.0242 -3.8246 -2.3142
H: -3.8934 -7.4809 1.8428
H: -1.9052 -6.0768 1.4602
H: -4.4514 -2.7109 0.6469
H: -6.4329 -4.1346 1.0700
H: 1.9261 -4.1894 1.3741
H: 3.0700 -4.7721 3.4911
H: -0.6240 -4.3607 5.6132
H: -1.7832 -3.7716 3.4968
H: 0.7988 -5.4237 -1.2772
H: 0.6810 -6.2720 -3.5950
H: -2.8728 -3.9889 -4.2823
H: -2.7868 -3.1480 -1.9481



Density functional theory data (ωB97M-V/def2-TZVPD) for C46H52N5OSSbSiV as an isolated structure at a distorted geometry.

Spin multiplicity: 3
Orbital gap (spin up / spin down) (eV): 7.1044 / 6.8049
Charge: +1
Total energy (Ha): -4004.7986
⟨S²⟩: 2.0503

Geometry (Å):
V: 0.3797 -0.1997 0.5715
C: -4.5215 -1.5889 3.9058
C: -3.1936 -2.1212 3.3762
N: -2.0354 -1.4767 3.9542
C: -1.7439 -1.7466 5.3555
C: -2.0790 -0.5398 6.2215
C: -1.2052 -0.6798 3.2808
S: -1.6448 -0.1708 1.6516
N: -0.1450 -0.2210 3.9055
C: 0.9636 0.1984 3.2925
O: 1.1027 -0.0304 2.0468
C: 1.9611 0.9095 4.0776
C: 3.0918 1.4400 3.4518
C: 3.9991 2.1901 4.1693
C: 3.8057 2.4106 5.5247
C: 2.6983 1.8659 6.1606
C: 1.7742 1.1300 5.4456
H: -5.3321 -2.1393 3.4362
H: -4.6288 -0.5335 3.6742
H: -4.6030 -1.7243 4.9792
H: -3.1502 -1.9796 2.2954
H: -3.1163 -3.1955 3.5846
H: -0.6779 -1.9698 5.4503
H: -2.3155 -2.6254 5.6560
H: -1.5158 0.3150 5.8628
H: -1.8058 -0.7311 7.2541
H: -3.1354 -0.2976 6.1672
H: 3.2497 1.2587 2.4016
H: 4.8577 2.6003 3.6628
H: 4.5135 3.0023 6.0842
H: 2.5520 2.0167 7.2215
H: 0.9044 0.7139 5.9298
C: 1.7190 3.2674 -4.6192
C: 2.5158 2.2123 -4.2087
C: 2.4349 1.7529 -2.9073
C: 1.5572 2.3352 -1.9939
C: 0.7450 3.3783 -2.4327
C: 0.8302 3.8477 -3.7310
Si: 1.5714 1.8196 -0.1543
C: 3.2989 0.9995 0.0450
C: 4.4756 1.7058 0.2818
C: 5.6778 1.0452 0.4737
C: 5.7258 -0.3390 0.4253
C: 4.5708 -1.0594 0.1705
C: 3.3740 -0.3930 -0.0189
C: 1.2611 3.3419 0.9403
C: 0.2988 3.3281 1.9506
C: 0.1209 4.4294 2.7690
C: 0.8970 5.5614 2.5889
C: 1.8249 5.6048 1.5626
C: 2.0007 4.5045 0.7440
H: 1.7903 3.6362 -5.6304
H: 3.2136 1.7623 -4.8975
H: 3.0815 0.9475 -2.5884
H: 0.0516 3.8342 -1.7397
H: 0.2130 4.6768 -4.0468
H: 4.4480 2.7845 0.3364
H: 6.5777 1.6074 0.6732
H: 6.6582 -0.8553 0.5925
H: 4.6048 -2.1395 0.1274
H: 2.4665 -0.9776 -0.2301
H: -0.3169 2.4421 2.0992
H: -0.6232 4.4066 3.5492
H: 0.7672 6.4116 3.2383
H: 2.4041 6.4995 1.3962
H: 2.7166 4.5456 -0.0647
N: 1.3679 -0.2542 -9.9332
C: 1.1096 -0.1950 -8.8197
C: 0.7571 -0.1288 -7.4516
C: 1.5707 -0.7014 -6.4741
C: 1.1999 -0.6455 -5.1479
C: 0.0075 -0.0242 -4.7750
C: -0.7982 0.5545 -5.7551
C: -0.4260 0.5080 -7.0799
N: -0.3760 0.0385 -3.4265
C: -1.4147 0.7644 -2.9025
C: -1.3889 0.5822 -1.5581
N: -0.3472 -0.2443 -1.2340
C: 0.2330 -0.5582 -2.3758
H: 2.4949 -1.1821 -6.7575
H: 1.8536 -1.0775 -4.4069
H: -1.7211 1.0428 -5.4912
H: -1.0484 0.9642 -7.8340
H: -2.0770 1.3566 -3.4936
H: -2.0478 0.9786 -0.8051
H: 1.0608 -1.2366 -2.4728
C: -4.6829 -1.4757 -0.5375
C: -4.1648 -2.8577 -0.1954
Sb: -2.0131 -3.0394 -0.5834
C: -1.8123 -5.1816 -0.0962
C: -3.0582 -6.0378 -0.1519
C: -2.2378 -3.1340 -2.7808
C: -3.3643 -3.9845 -3.3280
H: -5.7523 -1.4129 -0.3436
H: -4.5179 -1.2533 -1.5899
H: -4.1847 -0.7091 0.0544
H: -4.6662 -3.6129 -0.7954
H: -4.3482 -3.0891 0.8522
H: -1.3973 -5.2034 0.9134
H: -1.0530 -5.5728 -0.7724
H: -3.8379 -5.6492 0.4982
H: -2.8177 -7.0482 0.1771
H: -3.4544 -6.1012 -1.1603
H: -1.2821 -3.4862 -3.1703
H: -2.3693 -2.0994 -3.1056
H: -3.2558 -5.0254 -3.0369
H: -3.3636 -3.9441 -4.4179
H: -4.3333 -3.6295 -2.9875